[1]
16
Properties=species:S:1:pos:R:3 method="wB97M-V/def2-TZVPD" smiles="CCC(=O)NCO" e_lumo_ev=0.72
O 1.870 0.753 -1.382
O -2.387 -0.079 -1.164
N -0.024 -0.446 -1.225
C 0.887 0.462 -0.733
C 0.648 0.980 0.669
C -1.276 -0.794 -0.643
C 1.052 -0.086 1.697
H -2.458 0.001 -2.116
H 0.242 -0.782 1.897
H -0.366 1.362 0.775
H 0.040 -0.617 -2.218
H -1.348 -0.624 0.424
H 1.317 0.385 2.639
H 1.255 1.878 0.792
H -1.459 -1.853 -0.830
H 2.006 -0.541 1.418

[2]
14
Properties=species:S:1:pos:R:3 method="wB97M-V/def2-TZVPD" smiles=NC1(CCl)CC1 e_lumo_ev=0.86
Cl -1.936 -0.205 -0.209
N 0.600 1.510 -0.338
C 0.791 0.158 0.154
C -0.547 -0.153 0.929
C 1.221 -0.819 -0.832
C 2.164 -0.408 0.392
H 0.897 1.976 0.600
H 0.701 -1.787 -0.808
H 2.824 0.488 -0.218
H -0.605 1.686 -0.513
H -0.819 0.655 1.591
H -0.460 -1.061 1.675
H 1.929 -0.618 -1.689
H 2.479 -1.088 1.421

[3]
63
Properties=species:S:1:pos:R:3 method="wB97M-V/def2-TZVPD" e_lumo_ev=0.11
Sc -0.357 0.308 0.139
Cl -2.974 -1.576 5.327
S 1.442 1.382 1.459
S 0.176 -2.101 0.311
O -5.566 -0.260 4.457
O -5.856 0.784 2.528
O -4.366 1.443 0.475
O -2.207 1.256 -0.050
N 0.237 2.147 -1.199
N -0.554 -0.486 -2.142
N -1.659 -0.123 2.058
N -1.583 -0.807 3.211
C 1.685 2.034 -1.237
C 0.989 -3.313 4.079
C -0.149 3.461 -0.633
C 3.801 2.198 -2.376
C -2.911 0.298 1.954
C 1.319 -3.668 -1.622
C 0.645 -0.551 4.131
C -2.778 -0.805 3.836
C -0.188 0.604 -3.078
C 1.638 -4.024 -2.919
C -0.202 -2.764 3.635
C 4.450 1.812 -1.211
C -3.685 -0.104 3.056
C 1.237 -3.222 -3.980
C 0.221 -1.694 -2.418
C 2.421 2.312 -2.383
C -0.460 1.967 -2.483
C 1.838 -1.110 4.562
C 0.525 -2.062 -3.724
C -1.994 -0.819 -2.279
C 2.005 -2.487 4.540
C -0.355 -1.388 3.671
C -5.119 0.129 3.409
C 0.601 -2.502 -1.348
C -3.225 1.066 0.708
C 3.723 1.552 -0.064
C 2.331 1.665 -0.047
H 0.208 -1.444 -4.554
H -2.188 -1.236 -3.271
H 2.635 -0.469 4.912
H -1.522 2.089 -2.267
H 4.364 2.409 -3.275
H -1.227 3.480 -0.482
H 0.873 0.500 -3.296
H -2.600 0.071 -2.127
H -0.735 0.512 -4.021
H -5.347 1.040 1.713
H 5.528 1.714 -1.196
H 1.128 -4.385 4.052
H 1.922 2.621 -3.293
H -0.999 -3.384 3.249
H 1.626 -4.288 -0.789
H 4.222 1.254 0.848
H 0.350 3.602 0.322
H 2.938 -2.920 4.877
H -2.257 -1.561 -1.525
H -0.186 2.746 -3.203
H 0.495 0.520 4.136
H 0.144 4.259 -1.323
H 1.476 -3.495 -4.999
H 2.199 -4.930 -3.105

[4]
117
Properties=species:S:1:pos:R:3 method="wB97M-V/def2-TZVPD" e_lumo_ev=-0.66
Br -4.928 -0.255 -5.883
Cl 1.369 -1.329 3.870
Cl 3.298 0.275 1.041
Cl 10.302 -3.961 6.571
Cl 11.193 -1.210 6.839
Cl 10.379 2.577 8.204
Cl -14.061 1.652 -4.882
Cl -4.110 1.219 -11.454
Cl 11.970 2.429 11.743
Cl 8.273 -0.748 -0.437
Cl 11.920 2.286 4.880
Cl -8.942 0.456 -7.016
Cl 14.421 2.602 10.197
Cl -1.429 -0.588 4.097
Cl 8.726 1.526 -2.185
Cl 0.035 -10.666 -5.451
Cl 4.200 0.064 4.605
Cl 2.701 2.752 2.433
Cl -0.791 -12.263 -3.171
Cl 2.313 2.570 -0.439
Cl -3.115 -1.085 -9.992
Cl 12.405 0.632 9.504
Cl -5.491 6.436 4.385
Cl -5.872 -0.234 -9.659
Cl 13.054 -3.392 7.297
Cl -1.003 4.054 4.472
Cl -16.272 0.363 -6.253
Cl 8.833 -2.875 9.490
Cl -2.015 -7.539 -5.339
Cl 6.718 -0.455 -2.872
Cl -7.939 -2.601 1.695
Cl -1.210 -4.773 -4.960
Cl 0.544 1.132 1.359
Cl -10.921 2.466 -6.329
Cl 1.995 -11.506 -3.480
Cl 13.912 0.182 5.066
Cl 12.351 0.491 2.638
Cl -11.727 -0.301 -6.699
Cl 7.102 -1.658 7.502
Cl 0.012 -9.499 -2.792
Cl 12.115 -2.826 4.608
Cl 8.415 4.606 8.881
Cl 14.368 2.463 3.328
Cl 13.960 0.323 11.936
Cl -1.187 -5.943 -7.619
Cl 7.586 1.848 8.501
Cl 8.439 3.436 6.224
Cl 6.489 0.263 2.830
Cl 6.879 0.271 5.707
Cl -7.492 -4.391 -0.547
Cl -2.359 5.549 2.384
Cl -0.134 6.751 3.823
Cl 6.059 -2.307 10.134
Cl -5.498 -2.395 0.135
Cl -3.715 1.381 -8.581
Cl 5.662 2.562 4.397
Cl -0.592 -2.498 2.077
Cl -5.920 -4.679 1.877
Cl -0.563 -3.246 4.882
Cl -4.749 6.186 7.180
Cl -4.939 8.813 5.959
Cl 6.274 1.348 -0.641
Cl -14.362 1.952 -7.755
Cl -2.774 7.023 5.223
Cl 6.711 -4.432 8.266
Cl 0.772 -6.783 -5.647
Cl -10.906 1.291 -8.985
Cl 0.342 4.580 1.955
Cl -16.233 3.251 -5.956
S -0.472 0.368 -1.788
P -1.347 1.979 -2.389
O -3.404 2.500 -6.285
N -3.491 2.920 -3.798
N -4.008 -0.516 -2.109
N -5.421 1.269 -2.546
C 8.704 3.117 7.952
C 5.807 0.790 4.385
C -0.910 -6.259 -5.891
C 2.214 1.682 1.099
C -6.507 0.672 -3.011
C -1.813 -2.638 -3.690
C -3.523 2.143 -5.065
C -3.719 0.598 -4.542
C 7.176 -2.818 8.848
C -4.110 0.709 -2.998
C 7.498 0.418 -1.534
C 13.189 1.497 10.846
C -2.073 -1.562 -4.405
C -6.712 -3.517 0.790
C -4.202 0.321 -9.921
C -7.151 -0.740 -2.595
C -4.488 7.115 5.687
C 13.138 1.356 3.978
C 11.666 -2.848 6.329
C -7.367 1.519 -4.128
C -0.304 -1.915 3.732
C -3.176 2.007 -2.616
C -15.232 1.805 -6.212
C -0.790 5.234 3.159
C -10.624 0.978 -7.257
C 0.313 -10.984 -3.724
C -2.296 -0.070 -4.995
H -1.386 0.618 -4.870
H -4.481 -0.341 -1.205
H -7.000 -0.961 -1.481
H -6.565 2.104 -4.729
H -3.029 -0.804 -1.967
H -1.531 -3.493 -2.976
H -7.949 2.313 -3.519
H -0.713 2.370 -3.643
H -0.978 3.041 -1.459
H -4.438 3.338 -3.804
H -3.754 2.552 -1.762
H -8.028 0.840 -4.775
H -2.401 -0.229 -6.147
H -6.780 -1.617 -3.272
H -8.296 -0.668 -2.812

[5]
114
Properties=species:S:1:pos:R:3 method="wB97M-V/def2-TZVPD" e_lumo_ev=0.21
O 2.081 -8.164 -3.358
O 0.784 6.642 -3.865
O -0.661 3.684 3.008
O -4.372 0.828 3.802
O 1.436 2.949 -0.810
O 1.585 -4.091 1.045
N -0.123 -2.011 -4.840
N -1.228 -2.189 1.209
N 1.532 0.396 4.564
N -2.111 0.807 0.448
N -1.765 1.055 2.373
N 0.582 5.685 -0.995
N 1.409 -7.083 0.067
C -0.358 1.255 2.773
C -2.153 1.913 -0.354
C 0.551 -0.285 -1.695
C 1.443 -0.496 -0.482
C -0.411 -1.380 1.031
C 1.015 6.955 -1.497
C 2.103 -7.027 -1.205
C -0.389 4.928 2.518
C 0.143 7.282 -2.714
C 2.049 -2.745 1.362
C -0.174 -1.096 4.414
C -0.803 -0.534 -3.359
C 1.362 -8.828 -4.350
C 0.378 -0.045 5.146
C 2.201 -6.500 1.177
C -0.599 0.126 -4.575
C -2.319 -0.165 2.945
C 1.718 -0.416 3.413
C -0.058 6.756 -5.006
C 1.291 -7.633 -2.308
C 0.634 -0.366 0.821
C -3.850 -0.144 2.952
C -2.399 0.124 -1.680
C -2.343 1.501 -1.658
C 1.312 5.169 0.201
C -2.377 -0.263 -0.351
C -5.818 0.916 3.936
C 2.658 -5.027 1.011
C 0.596 -1.296 3.283
C 1.048 3.664 0.416
C 1.125 1.582 -0.746
C 0.200 2.656 2.464
C -0.347 -1.866 -3.531
C -0.241 -0.820 -5.479
H 0.139 8.370 -2.792
H 0.004 -0.703 -6.524
H 2.125 1.119 4.945
H 0.648 -6.443 -0.109
H 3.287 -4.847 0.138
H -6.135 -0.078 4.251
H 3.047 -7.567 -1.131
H 1.212 -2.047 1.366
H 1.562 3.311 1.310
H 0.086 0.576 0.843
H -1.131 -0.036 -2.459
H 2.283 -5.984 -1.465
H 1.588 1.059 -1.583
H -4.310 -0.125 1.963
H 2.378 5.338 0.044
H -1.797 0.828 1.408
H 1.636 -6.570 2.107
H -0.032 3.579 0.536
H -1.868 -1.015 2.432
H 0.043 1.452 -0.767
H -0.258 1.073 3.843
H 1.223 2.774 2.821
H -1.968 2.883 0.084
H -6.364 1.136 3.018
H 0.220 0.486 2.262
H -1.097 6.488 -4.813
H 0.727 7.731 -0.789
H 0.215 6.032 -5.774
H -2.387 -1.224 0.143
H 1.926 -1.465 -0.609
H 0.567 5.112 -1.827
H 1.402 -0.286 1.591
H -0.002 7.746 -5.457
H 1.465 1.096 0.168
H 3.355 -4.877 1.835
H -2.166 1.864 2.825
H 1.016 5.714 1.097
H -0.782 1.158 -4.836
H 2.278 0.205 -0.468
H -6.152 1.651 4.669
H 2.099 6.976 -1.610
H -0.210 -2.704 -2.864
H 0.808 -8.144 -4.993
H -1.065 -1.608 4.746
H 2.727 -2.399 0.581
H 0.265 0.763 -1.787
H 0.690 -8.468 -1.948
H 0.278 2.695 1.377
H 2.529 -2.745 2.341
H 1.074 -0.497 -2.627
H 0.147 -2.883 -5.272
H -0.341 -0.911 -1.706
H 0.600 -9.466 -3.901
H 3.097 -7.078 1.401
H -4.014 -1.100 3.449
H 0.655 5.132 2.280
H -1.934 -0.300 3.955
H -0.707 5.771 3.130
H -2.381 2.103 -2.554
H 1.942 -9.473 -5.010
H -0.006 0.317 6.089
H 0.591 -6.894 -2.695
H -2.567 -0.480 -2.559
H -0.874 6.901 -2.625
H -0.835 4.993 1.525
H 0.425 -2.049 2.527
H 2.683 -0.369 2.929

[6]
80
Properties=species:S:1:pos:R:3 method="wB97M-V/def2-TZVPD" charge=+1 e_lumo_ev=-2.87
I 0.725 2.487 1.612
Cl 3.284 6.327 -7.528
Cl 5.668 -1.015 1.354
Cl -0.872 -0.820 7.911
Cl -2.309 3.899 -3.598
Cl 7.672 0.587 -0.102
Cl -0.771 6.179 -4.608
Cl 2.432 4.703 -5.245
Cl -2.158 -3.434 7.551
P 1.809 1.231 -1.302
O -1.412 -0.058 4.281
O -0.331 -0.253 3.357
N -2.293 -0.276 1.121
N -0.394 -1.573 1.400
N -0.417 0.338 -0.090
C -1.050 -0.499 0.826
C -4.703 -0.707 -0.721
C 2.939 6.308 -5.800
C 0.532 2.287 -2.096
C -4.596 -1.874 0.244
C 1.714 -2.963 1.265
C -4.233 1.535 -1.447
C 1.759 -5.470 0.754
C 7.350 -0.896 0.793
C -3.105 0.834 0.623
C 3.132 2.407 -0.855
C 4.152 1.829 0.145
C 0.408 -6.045 0.702
C 1.797 -4.043 0.172
C 1.748 -0.399 0.992
C -4.027 0.503 -0.533
C 0.953 0.734 0.308
C -2.172 -1.722 7.118
C -1.151 4.471 -4.809
C 0.969 -1.701 0.815
C -0.466 -1.570 2.865
C -5.084 1.387 -2.527
C -5.741 0.184 -2.731
C -5.543 -0.846 -1.821
C -0.668 -6.577 0.734
H 2.700 -3.920 -0.427
H -1.574 4.318 -5.794
H -2.431 1.623 0.303
H -1.433 -1.961 3.188
H -6.061 -1.787 -1.964
H -5.251 2.201 -3.221
H -3.743 2.495 -1.328
H 0.950 -3.923 -0.504
H 1.228 -3.419 2.128
H 0.959 3.226 -2.454
H 5.134 2.243 -0.083
H 7.993 -0.922 1.663
H -5.290 -2.657 -0.044
H -2.040 -1.637 6.047
H 3.649 2.639 -1.788
H 4.264 0.751 0.063
H -1.623 -7.015 0.569
H 3.837 6.585 -5.261
H -4.786 -1.557 1.273
H -3.586 -2.294 0.215
H -2.742 -0.922 1.755
H 2.711 -2.674 1.601
H -0.234 3.904 -4.696
H 2.732 3.354 -0.484
H 7.546 -1.740 0.143
H -6.410 0.026 -3.565
H 3.930 2.121 1.170
H 1.932 -0.184 2.047
H -3.120 -1.295 7.424
H 2.416 -6.140 0.196
H 0.300 -2.212 3.292
H -0.262 2.555 -1.397
H 2.134 7.004 -5.596
H -3.668 1.234 1.469
H -1.058 0.659 4.829
H -0.361 -0.133 -0.997
H 2.102 -5.492 1.790
H 0.816 -1.799 -0.263
H 0.073 1.784 -2.946
H 2.721 -0.528 0.518

[7]
70
Properties=species:S:1:pos:R:3 method="wB97M-V/def2-TZVPD" spin_multiplicity=7 charge=-1 e_lumo_ev="1.57 / -1.04"
Eu 0.896 0.658 -0.634
S -1.040 1.820 1.333
S -0.530 2.796 -1.807
S 0.631 -1.980 -2.257
S -1.857 -0.041 -3.679
S 3.258 0.003 -1.971
O 5.277 1.146 5.610
O 2.236 -3.281 1.124
O 5.359 -0.980 5.908
O 1.464 -0.680 1.036
O 2.216 1.973 0.468
O 1.556 2.800 2.441
O 3.064 -3.937 3.046
N -4.495 -0.343 -3.655
N 2.740 -3.009 2.261
N -1.179 -1.019 -0.100
N 4.943 0.007 5.326
C -1.805 4.386 1.734
C 3.400 -1.665 -2.313
C 4.056 -0.184 4.177
C -5.068 2.173 -2.783
C -2.071 5.699 1.391
C -3.756 1.802 -2.988
C 0.203 -2.936 -0.772
C 2.937 -1.680 2.662
C 4.704 -2.192 -2.459
C -1.333 3.482 0.784
C -1.095 3.875 -0.543
C 2.526 -3.893 -2.674
C 2.299 -2.547 -2.422
C 3.814 -4.391 -2.785
C -2.584 -2.594 1.698
C 2.106 1.939 1.783
C 3.768 -1.469 3.766
C -2.890 -1.249 1.552
C 2.350 -0.552 2.006
C 3.540 0.930 3.540
C -2.416 0.973 0.488
C -5.800 0.006 -3.464
C 4.908 -3.536 -2.677
C -1.862 6.102 0.076
C -2.172 -0.496 0.643
C -1.388 5.209 -0.867
C -1.593 -3.141 0.913
C 2.710 0.733 2.450
C -6.117 1.253 -3.029
C -3.421 0.506 -3.435
C -0.914 -2.320 0.017
H -1.940 4.044 2.752
H -5.298 3.171 -2.433
H 3.765 1.925 3.892
H -7.151 1.522 -2.875
H -2.061 7.127 -0.215
H -3.362 1.273 0.935
H -3.661 -0.776 2.146
H -6.532 -0.760 -3.675
H 4.184 -2.326 4.268
H -1.309 -4.181 1.000
H -2.424 6.399 2.137
H -0.082 -3.944 -1.069
H 5.540 -1.513 -2.365
H 3.966 -5.449 -2.958
H -2.926 2.476 -2.811
H 1.081 -2.974 -0.115
H -3.110 -3.204 2.422
H -1.213 5.532 -1.886
H 1.677 -4.559 -2.770
H -2.383 1.254 -0.566
H 5.914 -3.924 -2.759
H -4.250 -1.268 -3.974

[8]
19
Properties=species:S:1:pos:R:3 method="wB97M-V/def2-TZVPD" charge=-1 e_lumo_ev=3.68
O 3.467 -1.924 -0.995
O 1.194 -1.752 -0.696
N -2.010 -0.175 -0.279
N -0.516 -1.234 0.808
C -0.793 -0.128 1.524
C -2.453 1.905 0.973
C 2.381 0.157 -1.396
C -1.069 -1.104 -0.473
C -1.847 0.482 0.880
C 2.339 -1.387 -1.062
H -3.010 2.104 1.896
H 0.149 -1.981 1.029
H 1.664 0.717 -0.781
H -2.935 2.221 0.052
H 2.602 0.469 -2.462
H -1.599 2.602 1.012
H 3.411 0.317 -0.974
H -0.225 0.258 2.335
H -0.750 -1.546 -1.393

| no. | E_tot (a.u.) |
| --- | --- |
| 1 | -363.04931 |
| 2 | -672.01277 |
| 3 | -3580.80342 |
| 4 | -35883.41080 |
| 5 | -2169.30570 |
| 6 | -5611.53428 |
| 7 | -4641.42337 |
| 8 | -494.02531 |